(1)
Here is a structure of composition C18H28N5O2Ru at a distorted geometry from OMol25. Energies are from ωB97M-V with the def2-TZVPD basis set.

Element x y z (Å)
H -0.01517 -1.85734 -2.95384
H -1.32355 4.58511 2.61275
H 0.13922 -1.76187 1.21844
H 2.05127 -1.09464 -2.73309
C -0.44962 1.34508 3.42146
H -1.43397 4.66553 5.09442
C -0.63111 2.08813 1.25757
C -1.90917 -0.85624 -3.26821
H 2.48979 1.88999 -2.21336
C -1.17047 3.74655 4.58825
C 1.83435 -0.03715 -2.91943
N 2.10976 0.65866 -0.56591
H -2.27763 -1.87868 -3.18307
H 1.16930 -2.87704 -1.31111
H 2.24032 1.54433 -0.06512
O 0.19283 -0.92784 2.73267
H 2.14148 0.19115 -3.94770
H 0.11722 1.05833 -3.18350
H -1.04644 -2.84052 -1.27761
H 3.22356 -1.98541 -1.07213
N -2.00078 -0.19261 -0.78899
C -2.28868 -1.47765 -0.11590
H -2.38219 1.06720 -2.38524
C 2.62347 0.83735 -1.94060
H -2.45336 0.54445 -0.23915
C 2.67715 -1.84199 -0.13890
H 3.26125 -2.35319 0.62870
N 0.37635 0.16826 -2.73434
H -0.91872 2.68705 6.45681
H 1.43320 -3.53860 0.28938
C -1.11614 3.71520 3.21647
N -0.20174 0.77545 1.25576
H -0.12296 -0.94882 -4.45986
H -2.32539 -0.45649 -4.19313
H 2.32434 -0.26692 1.28735
Ru 0.05730 0.33182 -0.64764
H -1.41443 -3.37277 0.36814
H 3.82570 -0.13498 0.35762
C -0.37237 -0.91914 -3.39163
H -0.30153 0.53652 5.41565
O -0.84442 2.55920 0.10406
H 3.69146 0.59868 -1.99941
H -3.60044 -0.19148 -2.16270
H -3.21111 -1.91969 -0.50781
C -1.14426 -2.49990 -0.24192
C 2.75541 -0.36928 0.28537
C 1.32081 -2.59520 -0.26369
C -0.76232 2.50616 2.60584
C -0.11413 0.26359 2.54057
H -2.42675 -1.26912 0.94922
C -2.52079 0.00344 -2.15526
C -0.87719 2.60654 5.37986
N 0.12034 -1.91272 0.18203
C -0.51901 1.40348 4.81186

Force components x, y, z for each atom (eV/Å):
H 0.064 0.224 -0.047
H -0.083 0.117 0.013
H 0.009 0.126 -0.647
H -0.150 0.176 -0.062
C -0.788 2.395 0.781
H -0.010 -0.001 -0.020
C -0.036 -0.691 -2.942
C 0.118 0.244 0.289
H 0.090 -0.122 0.100
C 0.193 -0.632 1.365
C 0.652 0.074 0.072
N -0.221 0.351 0.356
H 0.001 -0.030 -0.069
H -0.031 0.041 0.111
H 0.037 -0.231 -0.230
O -0.509 2.064 0.464
H -0.094 -0.083 0.150
H 0.122 -0.316 0.166
H 0.017 0.018 0.127
H 0.061 -0.035 0.034
N 0.408 0.690 0.183
C 0.284 -0.707 0.179
H -0.040 -0.155 0.095
C -0.034 -0.105 -0.579
H 0.126 -0.208 -0.115
C -0.237 0.141 0.055
H 0.062 0.042 -0.092
N -0.035 0.275 -0.202
H -0.071 0.071 0.019
H -0.118 0.092 -0.150
C 0.240 -0.794 -1.155
N 0.177 -0.084 -0.937
H 0.099 -0.015 0.197
H -0.052 -0.057 0.000
H 0.076 0.092 -0.197
Ru -1.469 -1.784 2.456
H 0.150 0.078 -0.114
H -0.170 0.037 0.025
C -0.429 -0.524 -0.317
H 0.053 -0.095 0.040
O 0.596 -0.238 1.408
H -0.136 0.073 0.019
H 0.122 0.107 0.043
H 0.058 0.095 0.105
C -0.717 0.015 -0.281
C 0.320 -0.487 0.301
C 0.583 -0.719 -0.231
C -0.077 0.029 3.026
C 0.810 -2.915 -0.992
H -0.104 0.052 -0.147
C -0.237 -0.064 -0.623
C -0.290 1.255 -0.329
N 0.456 2.555 -0.644
C 0.157 -0.436 -1.057

## Properties
* LUMO (spin up / spin down): -7.13 / -8.09 eV
* frontier orbital gap (spin up / spin down): 8.0 / 7.2 eV
* spin multiplicity: 2
* charge: +2
* ΔE to the lowest compared entry with this formula, charge and spin: 104.6 kJ/mol
* expectation value of S²: 0.76

(2)
Here is the ion C19H22NO with charge +1 at a distorted geometry from OMol25. Energies are from ωB97M-V with the def2-TZVPD basis set.

Element x y z (Å)
H -4.00061 2.93433 -1.36324
H -3.32562 3.91046 -2.73958
N -1.59656 1.36404 -1.35406
H 0.78815 -4.24063 1.35543
H -0.10538 -0.85493 -1.17828
C -0.05455 -2.38945 0.75959
C -1.87105 2.77275 -1.68134
C 3.59847 0.98007 0.85793
C -0.31066 -0.24470 2.02925
H 0.06111 2.16643 -0.39733
C 0.73554 -1.79410 3.71643
H 4.04923 1.76332 1.44990
H -0.53415 0.83351 1.86534
H 1.90961 -1.98726 -1.01480
O -3.59318 1.95508 -3.17683
H -1.68310 -0.96581 0.49003
C 0.90813 -2.95166 3.01009
H -0.14739 -2.81299 -0.26493
H -2.20518 -0.64111 -1.58037
C -0.45360 1.16653 -0.62423
H 1.23966 -1.75319 4.69696
H 4.38151 -1.94351 -0.72356
H 1.53976 -3.70436 3.49414
H -1.74273 3.33573 -0.75302
C 2.41641 -1.12518 -0.55759
H 1.57241 1.72286 1.11205
H -1.14969 3.13528 -2.43262
C 4.40560 -0.06278 0.33429
C 0.54379 -3.20196 1.66731
C 1.66158 -0.04438 -0.13833
C -0.57377 -1.03687 0.84683
C 2.21067 0.96350 0.62507
C 3.78699 -1.12142 -0.36132
C 0.17876 -0.57388 3.26173
H 5.47864 -0.05164 0.50784
H 0.15037 0.21201 4.05092
C -2.11542 0.27684 -2.17421
C -3.27338 2.95809 -2.20722
C -3.50815 0.62018 -2.67202
H -4.25347 0.48903 -1.85611
C 0.14523 -0.14093 -0.30702
H -1.46949 0.07848 -3.04111
H -3.79449 0.00423 -3.53203

Force components x, y, z for each atom (eV/Å):
H 0.253 0.028 -0.535
H -0.165 -0.096 0.252
N 4.320 -0.666 1.942
H -0.176 0.941 -0.174
H 0.678 1.342 0.755
C 0.523 -2.255 -0.403
C 0.020 0.450 -0.305
C 0.023 -1.070 -0.620
C -0.021 0.950 2.963
H -0.749 -1.755 0.152
C 1.235 -1.916 0.103
H -0.020 0.041 0.005
H -0.090 -0.755 0.509
H 0.447 0.525 -0.007
O 0.471 0.052 0.429
H 1.514 -0.277 0.892
C 0.750 1.334 1.919
H -0.103 0.087 0.797
H 0.198 0.297 -0.130
C -2.173 1.354 -1.505
H -0.555 -0.067 -0.460
H 0.108 -0.128 -0.020
H -0.521 0.082 -0.148
H 0.010 0.044 -0.228
C 0.186 -0.267 -0.454
H 0.486 -0.360 -0.440
H -0.145 -0.330 0.237
C -1.205 0.436 0.124
C -0.709 -0.479 -1.554
C -1.453 -0.375 0.461
C -1.226 1.766 -1.310
C 0.928 0.703 0.550
C 0.428 0.598 0.519
C -1.199 1.684 -0.779
H -0.217 -0.050 -0.094
H 0.181 -0.376 -0.949
C -1.030 -0.617 -0.375
C -0.722 -0.637 -0.041
C -0.934 0.799 -0.018
H 0.338 0.024 -0.372
C -0.016 -1.246 -2.441
H 0.178 0.298 0.325
H 0.157 -0.113 0.425

## Properties
* LUMO: -4.64 eV
* frontier orbital gap: 6.3 eV
* charge: +1
* ΔE to the lowest compared entry with this formula, charge and spin: 307.5 kJ/mol
* SMILES string: C1=CC=CC([C@@H](C=[N+]2CCOCC2)c2ccccc2)C=C1

(3)
Here is the ion CHN2S2 with charge +1 at a distorted geometry from OMol25. Energies are from ωB97M-V with the def2-TZVPD basis set.

Element x y z (Å)
N -0.07644 0.61306 -0.48499
S -1.10366 2.86802 0.70366
H 0.76678 -2.61309 0.31507
S 0.49762 -0.78872 -0.92975
N 0.46246 -1.65467 0.28946
C -0.54677 1.57540 0.10655

Force components x, y, z for each atom (eV/Å):
N -2.758 5.312 3.840
S -1.212 2.678 1.377
H 0.204 -0.278 -0.440
S 1.696 -2.341 -3.601
N -0.619 0.024 2.357
C 2.687 -5.395 -3.532

## Properties
* LUMO (spin up / spin down): -5.59 / -10.08 eV
* frontier orbital gap (spin up / spin down): 7.3 / 5.5 eV
* spin multiplicity: 3
* charge: +1
* ΔE to the lowest compared entry with this formula, charge and spin: 64.6 kJ/mol
* expectation value of S²: 2.04

(4)
Here is a structure of composition C6H24FN12O6Ti at a distorted geometry from OMol25. Energies are from ωB97M-V with the def2-TZVPD basis set.

Element x y z (Å)
H -1.69005 6.24607 1.52211
H 2.75845 -3.64220 -6.38397
H -0.04019 -2.95040 4.96242
N 3.85952 4.42009 -3.84343
N 2.63950 3.49909 -2.33034
C -4.04836 -4.76059 -0.74463
N -2.65022 5.94011 1.58963
N 0.13307 -3.06812 3.97438
H -0.11907 2.12486 4.67529
O -4.39031 5.02068 0.44877
H 2.82678 2.28955 3.49878
N 0.54280 2.20781 5.43366
C 1.77744 2.09786 5.06903
N -2.97495 -4.85412 -0.05527
N -4.46280 -5.88619 -1.18386
H -2.52151 -5.74362 0.09733
N 2.27448 -3.04970 -5.72457
O 1.92800 -4.59839 4.17602
H -3.11588 6.01090 2.48307
H -5.25789 -5.90345 -1.80645
H -0.41272 -2.48461 3.35655
N -2.50237 5.28505 -0.52835
H 1.28203 1.41958 3.20113
N 1.35483 -2.58623 -3.75732
H 2.35882 -3.62026 1.93677
H -1.63758 4.81606 -0.29967
O 2.67647 2.12245 5.90194
H 1.46238 -1.65188 -4.12546
N 1.95552 1.87640 3.79931
F -1.10288 0.25980 0.48470
C 1.14817 -3.84581 3.56444
H 2.62690 -2.12219 -5.53581
H 2.76018 4.30143 -1.72886
C -3.27001 5.45179 0.52478
H 2.27181 2.64690 -1.93200
Ti -4.72409 0.99400 -0.59925
H 4.56912 4.46825 -4.56054
H 0.58566 -2.79308 -3.13628
O 2.97215 2.50649 -4.31922
H 0.89196 -2.56796 2.09459
H -3.01093 5.04902 -1.36844
O 1.44808 -4.71058 -4.47702
O -4.62246 -3.66261 -0.91601
H -4.30720 -6.75166 -0.68700
N 1.50727 -3.31422 2.38544
C 1.60811 -3.50578 -4.65595
H 0.40386 2.28653 6.43096
H -2.59438 -3.91857 -0.05919
C 3.15363 3.36945 -3.50335
H 3.67884 5.28198 -3.34886

Force components x, y, z for each atom (eV/Å):
H -0.380 0.065 0.042
H -0.210 -0.017 0.536
H -0.105 -0.344 -0.257
N 2.544 4.373 -0.605
N -2.562 -1.089 4.536
C -2.598 4.081 -0.164
N 0.636 0.907 1.887
N -2.567 -0.160 2.925
H -0.670 0.244 0.980
O -3.099 0.096 1.058
H -0.141 -0.837 -0.707
N -3.408 0.285 0.739
C 2.215 -0.777 3.015
N 3.426 0.985 2.387
N -3.183 -4.902 -2.630
H 0.519 0.744 -0.151
N 0.601 1.773 -1.234
O -2.370 0.359 -0.165
H 0.054 -0.111 -0.332
H 0.005 0.129 0.347
H 0.280 -0.254 0.178
N 2.996 0.293 -2.652
H 0.319 0.423 -0.159
N -1.079 2.258 1.541
H -0.476 0.224 -0.152
H 0.164 0.099 -0.789
O 0.798 0.721 -0.010
H -0.558 0.211 0.744
N 1.503 0.051 -3.551
F -0.750 0.197 -0.088
C 3.875 0.861 0.391
H 0.448 -0.150 -0.968
H 0.261 -0.479 -0.212
C -0.776 -1.235 0.474
H -0.348 0.358 0.132
Ti 0.908 -0.192 0.331
H -0.681 -0.437 -0.045
H 0.237 0.298 0.073
O -0.376 -2.773 -0.370
H 1.080 -0.096 -0.974
H 0.413 -0.373 0.247
O -0.884 0.149 -0.036
O 0.431 -0.627 -0.590
H 0.255 0.233 -0.222
N 0.227 -0.483 -2.054
C 1.443 -4.465 -0.620
H -0.683 -0.160 -0.420
H 1.137 -0.431 1.025
C 0.628 0.090 -3.310
H 0.501 -0.115 -0.120

## Properties
* LUMO (spin up / spin down): -2.11 / -1.90 eV
* frontier orbital gap (spin up / spin down): 6.1 / 6.3 eV
* spin multiplicity: 4
* ΔE to the lowest compared entry with this formula, charge and spin: 973.8 kJ/mol
* expectation value of S²: 3.75

(5)
Here is a cluster of 2 separate species, C2H3Br in total at a distorted geometry from OMol25. Energies are from ωB97M-V with the def2-TZVPD basis set.

Element x y z (Å)
C 0.15979 -0.22258 0.92183
H -0.20435 0.40813 1.60352
Br 0.13385 -1.03316 -2.03367
H -0.67119 1.97063 -1.37402
H 0.60305 -1.08085 1.27650
C -0.02115 -0.04217 -0.39415

Force components x, y, z for each atom (eV/Å):
C 0.103 -0.855 -5.275
H -1.201 2.794 2.333
Br 0.191 0.517 1.576
H 0.256 -0.907 0.657
H 0.999 -2.042 0.651
C -0.347 0.493 0.058

## Properties
* LUMO (spin up / spin down): -0.69 / -0.42 eV
* frontier orbital gap (spin up / spin down): 9.2 / 8.8 eV
* ΔE to the lowest compared entry with this formula, charge and spin: 460.0 kJ/mol

(6)
Here is a cluster of 2 separate species, C3H9N2O2 in total at a distorted geometry from OMol25. Energies are from ωB97M-V with the def2-TZVPD basis set.

Element x y z (Å)
H 3.24572 0.62790 -0.64962
H 0.19523 2.00429 -2.03852
H 2.49372 -0.89448 -0.24706
N -1.29361 -0.93096 1.51102
H 2.42982 0.64355 0.75278
N -1.23019 -0.81720 0.32905
H -2.43004 -1.42675 2.94514
C 0.23421 1.62955 -0.91497
H 0.53941 -0.46622 -1.16368
H -2.75004 -1.91772 -0.05282
H 0.59377 2.36513 -0.27290
O -2.45572 -1.49307 2.00654
O -2.03859 -1.40091 -0.48217
C 0.95731 0.42949 -0.84356
H -0.82526 1.43949 -0.65354
C 2.33427 0.20791 -0.22569

Force components x, y, z for each atom (eV/Å):
H -0.311 0.499 -0.982
H 0.188 -0.760 1.849
H 0.045 0.863 0.473
N -0.310 1.032 4.074
H -0.515 0.112 0.836
N 2.515 0.359 -0.922
H 0.482 0.199 1.256
C -1.768 0.417 -1.920
H -0.897 -1.281 -1.086
H 0.166 0.231 0.357
H 0.883 1.547 0.717
O -0.313 -0.793 -2.381
O -2.495 -1.134 -2.204
C 3.366 0.288 1.308
H 0.346 -0.035 -0.458
C -1.384 -1.546 -0.917

## Properties
* LUMO: -6.51 eV
* frontier orbital gap: 7.8 eV
* charge: +1
* ΔE to the lowest compared entry with this formula, charge and spin: 724.8 kJ/mol

(7)
Here is the ion C4H6NS2 with charge +1 from OMol25. Energies are from ωB97M-V with the def2-TZVPD basis set.

Element x y z (Å)
C -1.87454 -1.32338 -0.03976
H -2.25295 1.28753 0.65475
N -1.81665 -0.45197 -0.92827
C 1.07041 0.21288 -0.59248
H 1.05946 0.36877 -1.66612
H 2.71265 -1.07041 -0.63001
C 1.88440 -0.68503 -0.05017
H 0.14819 0.78069 1.29207
H 1.76930 -1.03947 0.96729
S -1.88718 -2.39331 1.04768
H 0.50678 2.11996 0.15925
C 0.18652 1.07830 0.24630
S -1.50639 1.11542 -0.46055

Force components x, y, z for each atom (eV/Å):
C 0.322 0.125 -0.008
H 0.092 -0.144 0.131
N -0.235 0.020 0.599
C 0.016 -0.274 0.058
H 0.333 0.399 0.059
H -0.264 -0.430 -0.076
C -0.110 0.122 -0.166
H 0.003 -0.048 -0.018
H 0.276 0.361 0.156
S -0.160 -0.105 -0.142
H -0.106 0.042 0.122
C -0.145 -0.134 0.009
S -0.021 0.065 -0.723

## Properties
* LUMO: -5.03 eV
* frontier orbital gap: 9.2 eV
* charge: +1
* ΔE to the lowest compared entry with this formula, charge and spin: 140.5 kJ/mol

(8)
Here is an isolated molecule of C7H8IN3O at a distorted geometry from OMol25. Energies are from ωB97M-V with the def2-TZVPD basis set.

Element x y z (Å)
O -2.53289 2.55016 1.74404
C -0.72814 0.19364 0.20378
H 1.27565 1.37182 -1.68551
C 0.59400 -0.09405 -0.31117
C 1.12870 0.34019 -1.61743
H 0.47834 0.04679 -2.47929
H -1.42688 1.19026 -1.56324
N -1.21995 -0.46794 1.17302
C -0.49811 -1.28709 1.96988
C -3.20333 1.67454 1.23772
H 2.13735 -0.04241 -1.87382
H -1.17327 -1.68493 2.72182
N -1.43258 1.09846 -0.48271
I -4.03183 -0.57345 -0.42345
C 0.81801 -1.50253 1.70497
H -4.38743 1.38522 1.45872
N -2.88858 1.02768 0.05650
C 1.32722 -0.86729 0.53683
H 1.41758 -2.10149 2.41254
H 2.39270 -1.08648 0.21289

Force components x, y, z for each atom (eV/Å):
O -1.008 -1.538 -0.200
C 3.968 -1.749 -2.268
H -0.146 1.968 -0.026
C -0.472 -0.418 1.425
C 0.212 -1.119 -1.466
H 0.277 0.150 0.662
H 0.040 -0.518 2.734
N -1.217 -0.155 1.937
C -1.024 0.726 -0.941
C -1.468 1.216 -0.287
H -0.601 -0.295 0.524
H 0.877 -0.472 0.341
N -5.641 1.655 -0.802
I 0.090 -0.239 -0.207
C 0.514 0.080 0.549
H 2.833 0.672 0.082
N 2.187 0.842 -1.784
C 2.075 -1.357 -0.056
H -0.150 0.360 -0.804
H -1.343 0.191 0.585

## Properties
* LUMO: -0.36 eV
* frontier orbital gap: 8.4 eV
* ΔE to the lowest compared entry with this formula, charge and spin: 0.0 kJ/mol
* SMILES string: Cc1cccnc1NN(I)C=O